This record from the OMol25 dataset describes C23H27N3O5S as an isolated structure. The level of theory is the ωB97M-V functional and the def2-TZVPD basis.

Properties
**Highest occupied orbital energy**: -0.3101 Eh
**Net charge**: 0
**Energy above the lowest of the compared OMol25 structures with the same formula, charge and spin**: 617.7 kcal per mole
**Orbital gap**: 8.782 eV

Element x y z (Å)
C: -1.919 -5.481 -0.360
H: -1.824 -5.358 0.638
O: -2.404 -4.296 -1.130
C: -1.940 -3.192 -0.990
C: -2.593 -2.296 -1.809
C: -2.188 -0.919 -1.524
C: -1.092 -0.685 -0.644
C: -0.401 -1.567 -0.246
C: -0.925 -2.854 -0.287
H: -0.326 -3.703 0.346
H: 0.433 -1.164 0.486
N: -0.595 0.849 -0.769
S: -0.836 1.317 0.651
O: -0.655 0.666 1.876
O: -0.140 2.726 0.670
C: -2.653 1.857 0.782
C: -3.127 2.898 0.295
O: -4.529 2.873 0.399
N: -4.697 1.797 0.719
C: -3.715 1.096 1.113
C: -3.686 -0.337 1.433
H: -2.845 -0.374 2.253
H: -3.643 -0.932 0.756
H: -4.579 -0.466 2.312
C: -2.595 4.518 -0.455
H: -1.460 4.415 0.056
H: -3.127 4.985 0.244
H: -2.653 4.609 -1.326
C: -0.415 1.561 -1.724
H: -0.732 2.542 -1.561
C: 1.170 1.864 -2.223
O: 1.612 1.264 -3.311
N: 1.861 2.503 -1.238
H: 1.322 2.622 -0.437
C: 3.230 2.582 -1.308
H: 3.685 2.170 -2.040
C: 3.931 2.369 -0.123
C: 3.590 0.988 0.783
C: 4.215 -0.083 -0.032
C: 3.816 -1.282 0.458
C: 3.064 -1.713 1.515
C: 2.204 -0.468 2.158
C: 2.542 0.702 1.530
H: 2.065 1.436 1.973
H: 1.488 -0.621 2.611
C: 2.829 -3.097 1.793
H: 2.636 -3.803 0.991
H: 3.621 -3.568 2.454
H: 1.790 -2.962 2.297
H: 4.307 -2.186 -0.039
H: 5.002 0.076 -0.867
H: 5.008 2.540 -0.096
H: 3.716 3.147 0.677
H: 3.556 3.594 -1.518
H: -0.711 1.080 -2.583
H: -2.599 0.057 -1.896
H: -3.513 -2.408 -2.318
H: -2.659 -6.339 -0.652
H: -0.914 -5.549 -0.764

Atoms 1-6, force components in eV/Å:
C -1.2261 -0.3784 -5.1000
H -0.3191 0.7917 3.2786
O -3.9100 -10.5513 0.8192
C -1.0275 4.2598 -2.6005
C 0.7795 7.7770 1.2674
C -0.9956 -1.1979 -0.6901

This record from the OMol25 dataset describes one molecule with the formula C5H10O. The level of theory is the ωB97M-V functional and the def2-TZVPD basis.

Properties
**SMILES string**: CC(=O)C(C)C
**Highest occupied orbital energy**: -0.3500 Eh
**Net charge**: 0
**Energy above the lowest of the compared OMol25 structures with the same formula, charge and spin**: 1.2 kcal per mole
**Orbital gap**: 10.524 eV

Element x y z (Å)
C: 0.350 -1.818 -0.001
C: 0.078 -0.364 -0.367
C: 1.349 0.354 -0.849
C: -0.457 0.391 0.841
O: 0.031 0.233 1.941
C: -1.538 1.424 0.597
H: -0.577 -2.312 0.307
H: 1.051 -1.862 0.838
H: 0.768 -2.363 -0.853
H: -0.671 -0.313 -1.168
H: 2.099 0.383 -0.050
H: 1.149 1.385 -1.165
H: 1.777 -0.180 -1.704
H: -1.520 1.739 -0.450
H: -2.544 1.041 0.815
H: -1.344 2.262 1.269

Atoms 1-6, force components in eV/Å:
C -0.0056 -0.0723 0.0404
C -0.0464 -0.0488 -0.0769
C 0.0622 0.0473 -0.0299
C 0.1986 0.0914 0.3379
O -0.3104 0.0129 -0.4131
C 0.0728 0.0890 0.0077

This record from the OMol25 dataset describes C32H44ClF9O14Si2 as an isolated structure. The level of theory is the ωB97M-V functional and the def2-TZVPD basis.

Properties
**Highest occupied orbital energy**: -0.3168 Eh
**Net charge**: 0
**Orbital gap**: 7.827 eV

Element x y z (Å)
C: 4.044 -5.009 1.062
C: 4.010 -4.334 -0.129
Si: 3.807 -2.532 -0.363
O: 5.188 -1.595 -0.403
Si: 6.609 -2.361 0.034
C: 8.028 -1.153 -0.349
C: 8.974 -0.788 0.779
O: 10.076 -0.378 0.562
Cl: 8.453 -0.955 2.476
C: 2.668 -1.738 0.987
F: 3.385 -1.770 2.153
F: 2.479 -0.436 0.692
C: 1.333 -2.408 1.337
F: 1.513 -3.609 1.894
F: 0.729 -1.635 2.273
C: 0.289 -2.567 0.198
F: 0.569 -3.613 -0.593
F: -0.878 -2.862 0.814
C: -0.014 -1.315 -0.668
F: -1.193 -1.544 -1.284
F: 0.895 -1.101 -1.612
F: -0.182 -0.226 0.087
H: 3.203 -5.645 1.310
H: 4.836 -4.956 1.803
H: 4.108 -4.925 -1.037
H: 3.165 -2.341 -1.674
H: 6.508 -2.690 1.466
H: 6.878 -3.581 -0.755
H: 8.672 -1.589 -1.103
H: 7.641 -0.238 -0.787
O: -3.328 1.860 -5.809
C: -2.808 1.703 -4.743
O: -1.695 0.950 -4.575
C: -1.367 0.863 -3.172
C: -2.035 2.071 -2.534
C: -3.271 2.244 -3.406
H: -1.755 -0.072 -2.787
H: -0.286 0.875 -3.057
H: -2.253 1.933 -1.477
H: -1.393 2.948 -2.630
H: -4.109 1.642 -3.049
H: -3.560 3.288 -3.490
O: -5.150 4.169 -0.441
C: -6.134 4.296 -1.109
O: -6.517 5.464 -1.667
C: -7.794 5.309 -2.313
C: -7.923 3.818 -2.591
C: -7.151 3.213 -1.421
H: -8.569 5.674 -1.636
H: -7.808 5.909 -3.219
H: -8.955 3.483 -2.666
H: -7.421 3.572 -3.528
H: -7.782 3.064 -0.544
H: -6.654 2.285 -1.688
O: 3.999 -7.651 -0.959
C: 4.156 -8.433 -0.070
O: 4.411 -8.046 1.204
C: 4.661 -9.199 2.031
C: 4.000 -10.361 1.303
C: 4.151 -9.946 -0.160
H: 5.741 -9.327 2.126
H: 4.239 -9.028 3.018
H: 4.445 -11.325 1.541
H: 2.942 -10.407 1.563
H: 5.102 -10.272 -0.583
H: 3.328 -10.290 -0.778
O: -4.816 3.353 5.428
C: -4.374 3.068 4.357
O: -4.928 2.119 3.561
C: -4.118 1.923 2.388
C: -3.316 3.205 2.238
C: -3.136 3.641 3.690
H: -3.481 1.049 2.552
H: -4.763 1.733 1.534
H: -2.382 3.066 1.696
H: -3.906 3.946 1.700
H: -2.253 3.191 4.149
H: -3.105 4.720 3.801
O: 2.708 0.315 8.048
C: 2.029 0.422 7.073
O: 2.373 1.202 6.018
C: 1.316 1.214 5.045
C: 0.516 -0.054 5.309
C: 0.679 -0.223 6.817
H: 0.722 2.119 5.192
H: 1.748 1.237 4.047
H: -0.519 0.014 4.979
H: 0.978 -0.896 4.793
H: -0.081 0.324 7.377
H: 0.688 -1.265 7.121
O: -1.205 5.830 -2.840
C: -1.479 5.915 -3.999
O: -2.546 5.285 -4.548
C: -2.555 5.476 -5.976
C: -1.730 6.734 -6.212
C: -0.715 6.665 -5.073
H: -2.118 4.593 -6.446
H: -3.583 5.578 -6.314
H: -1.285 6.774 -7.204
H: -2.358 7.618 -6.090
H: 0.166 6.081 -5.345
H: -0.417 7.646 -4.717

Atoms 1-6, force components in eV/Å:
C -0.6115 0.0651 -0.4775
C 1.5177 0.4812 0.6914
Si 1.3865 0.2413 -0.9651
O -0.0846 -0.5783 0.2917
Si -0.0459 0.5402 -0.1011
C -0.3135 -0.6330 0.9474

Which of these has the highest orbital gap?
C5H10O

Among the records above, which one has the lowest orbital gap?
C32H44ClF9O14Si2

What is the formula in the third record?
C32H44ClF9O14Si2